No. 1
ORCA calculation (ωB97M-V/def2-TZVPD) on a 3-piece molecular cluster, C32H59F3N4O9P overall at a distorted geometry.

XYZ file:
```
108
Properties=species:S:1:pos:R:3:forces:R:3:lowdin_charge:R:1
C -7.052 0.466 -2.882 0.1388 -0.4893 0.2403 -0.065
H -1.546 0.772 -3.952 0.0107 0.1630 -0.5685 0.105
H 2.358 0.892 0.456 0.0074 -0.2134 -0.5895 0.099
C -5.315 4.412 2.063 -0.0370 0.0154 0.1315 -0.149
H -0.396 2.113 3.546 -0.2654 -0.0033 0.2439 0.114
C -5.405 -1.238 -2.970 -0.1107 -0.1797 -0.0381 -0.145
H 4.512 1.693 2.004 0.3949 -0.0857 -0.0228 0.126
C -3.459 4.151 3.520 -0.1379 0.2314 0.2027 -0.494
H 4.552 -0.251 -3.566 0.3044 -0.0427 0.0935 0.059
H 2.093 2.450 4.062 0.1510 0.1551 0.3581 0.111
H 2.906 -0.899 2.709 0.1872 -0.7498 0.0338 0.126
C 4.619 -3.018 1.594 0.8226 -0.1954 -0.3207 -0.548
C 3.748 -2.403 0.497 0.5745 -0.6413 -0.0588 -0.017
C 1.774 -3.214 3.100 -0.4143 -0.2234 0.4213 -0.219
H 2.714 -2.901 3.519 0.3146 0.2681 -0.1380 0.103
H -3.882 4.389 0.411 0.1449 -0.0346 0.0251 0.121
O -5.369 2.125 -2.286 0.2475 0.1262 0.2003 0.131
C -6.886 -1.040 -2.677 -0.0830 0.1007 -0.0154 -0.145
C 2.955 -1.334 -4.516 0.6481 0.2676 -0.4428 -0.226
C 4.376 -1.263 -0.326 -0.8405 1.2425 0.1570 -0.244
H 3.657 -3.217 -0.206 -0.2171 -0.3278 -0.1815 0.168
F 4.103 -4.181 2.012 0.2844 0.3518 0.2064 0.167
H 3.402 0.788 -4.418 -0.2413 0.2934 0.3009 0.080
C 1.207 -2.883 -1.195 2.1297 0.2550 -0.0266 -0.149
H 0.744 -3.158 1.398 -0.1063 0.3302 -0.4843 0.127
C -1.778 -0.208 -0.808 -0.7997 0.1022 3.2288 -0.309
H -7.095 -1.295 -1.638 0.0170 -0.0220 -0.0038 0.121
H -0.838 0.998 -2.391 -0.1864 0.4905 -0.2717 0.096
C -1.433 1.089 1.382 0.4944 0.6351 -0.3667 -0.165
H 0.627 1.129 0.899 -0.0105 0.2272 -0.3411 0.079
O -2.003 -1.326 0.025 0.1626 -0.2934 1.0832 -0.118
C 3.912 -0.163 -4.432 -0.2598 -0.1564 -0.1426 -0.048
H 3.372 0.995 3.127 0.1001 -0.1035 0.2618 0.115
H 1.706 -4.265 3.345 0.1755 -0.4211 -0.1655 0.125
C -5.679 1.000 -2.527 -0.2602 0.1474 -0.2409 -0.477
H 4.199 2.004 -0.581 0.1268 0.3674 0.0524 0.103
H -5.476 3.714 4.134 0.0614 0.0937 0.2137 0.126
H 0.610 -1.474 3.714 -0.2356 0.2820 -0.1604 0.053
O 2.781 -1.967 -3.214 -0.4375 0.9256 0.4221 -0.191
O -2.763 3.821 4.433 0.2295 -0.2029 0.0113 0.120
H -1.388 -1.582 -2.126 1.2350 1.0502 -2.2474 0.028
N 4.296 0.084 0.209 -0.9378 -0.8951 -0.4579 -0.056
C -0.947 -1.034 -2.953 -1.0885 0.9293 -2.0280 -0.263
C -1.568 -2.496 -0.605 -1.1973 -0.2617 1.2970 -0.111
H 4.506 -0.159 -5.333 0.4129 0.0182 -0.1801 0.084
H -2.978 1.410 -0.079 -0.3373 0.0787 -0.1031 0.119
O 0.684 -3.279 -3.797 -0.4410 -0.2667 -0.3336 -0.208
H 1.259 3.773 3.339 -0.3517 0.2932 -0.2487 0.118
H -2.510 -0.235 -1.614 -0.0606 -1.5053 3.1772 0.058
H 1.787 -3.781 -1.042 0.4443 -0.1407 -0.0475 0.123
N 1.728 -3.159 1.625 0.3431 -0.5579 0.6785 0.072
H 3.327 0.839 -1.544 -0.1211 -0.2015 -0.1882 0.095
O -4.769 -0.014 -2.547 -0.0605 -0.1581 0.0602 -0.009
H -0.119 2.727 1.046 0.1708 0.3447 -0.0744 0.128
C 3.114 0.392 1.049 0.6007 -0.2181 0.4385 -0.270
O -2.970 4.336 2.269 -0.0189 -0.0817 -0.1152 0.004
H 1.853 -0.893 -0.761 0.4550 0.3016 0.2700 0.116
C 4.233 0.992 -0.955 0.2845 0.2843 0.7646 -0.015
H 0.673 0.787 3.267 0.1677 -0.1845 0.1285 0.087
H -0.326 -2.969 3.375 -0.3459 0.1814 -0.0978 0.086
C 2.598 2.673 2.025 0.4500 0.6131 0.6778 -0.191
C -1.938 1.110 -0.066 -0.1459 -0.7067 0.7671 -0.104
H -2.498 0.396 -2.499 0.0800 1.5559 -2.7321 0.050
H -5.206 -1.379 -4.034 -0.0047 0.0346 -0.0105 0.130
H -4.975 -2.070 -2.417 0.1275 0.0855 0.0472 0.123
H 0.173 -3.177 -1.081 2.0687 -1.8264 -1.2672 0.038
H 3.232 3.548 2.070 0.2477 0.2604 -0.0070 0.115
C 1.588 2.761 3.154 0.2504 -0.7810 -0.0127 -0.180
F 5.824 -3.301 1.066 -0.5777 -0.0762 0.5123 0.174
C 2.438 -0.784 1.744 0.1640 0.6292 0.4654 -0.053
C -4.009 4.827 1.398 -0.1614 0.0210 -0.1284 -0.147
O 5.724 -1.562 -0.703 0.1823 -0.0120 -0.2356 0.060
C 3.477 1.421 2.137 -0.4861 0.3284 -0.7723 -0.097
C -0.061 1.740 1.487 -0.3281 -0.6008 0.4103 -0.212
H -7.263 0.718 -3.922 -0.0257 0.0906 0.0109 0.136
H -1.376 1.854 -0.614 -0.0183 0.3720 -0.1716 0.112
H -0.793 -0.249 -1.285 -0.2404 0.0020 1.9689 0.086
H -0.473 -2.556 -0.637 -3.4086 1.5299 1.2970 0.000
H 2.088 2.727 1.069 0.0723 0.0328 -0.2057 0.095
C -4.944 4.455 3.546 -0.0589 -0.1840 -0.5021 -0.069
C 0.589 -2.552 3.781 0.3683 0.0032 -0.0520 -0.049
N 7.479 -0.463 0.676 -3.0181 -2.0604 -2.5674 0.193
H -5.087 5.446 3.977 0.0061 -0.0204 0.0879 0.134
H 3.858 -1.278 -1.277 0.0145 -0.3604 -0.4155 0.122
H -5.565 3.389 1.779 0.0036 0.0038 -0.0399 0.116
H -2.106 1.667 2.000 -0.2569 -0.0577 0.3037 0.104
C 1.473 -1.733 -0.199 0.2590 -0.6634 -1.4084 -0.095
F 4.804 -2.190 2.630 -0.0230 -0.2815 0.0845 0.175
H -7.530 -1.649 -3.307 0.0546 0.0000 -0.0524 0.120
O 0.485 -0.921 -2.808 0.5067 0.0483 -0.1079 -0.173
H -1.216 -1.528 -3.871 0.3757 -0.3601 -0.4888 0.137
H -7.808 0.897 -2.234 -0.0090 0.2055 -0.1128 0.129
H 1.417 -0.494 1.933 -0.3037 -0.0061 0.0441 0.105
N 2.372 -2.055 0.964 -0.6001 0.9205 -0.2743 -0.133
H 2.017 -1.007 -4.945 -0.4456 -0.0627 0.1799 0.114
H -6.154 5.049 1.794 0.0447 0.0517 -0.0150 0.118
C -1.521 0.372 -2.951 1.3463 1.0049 -3.8036 -0.081
H -1.906 -2.519 -1.640 -0.8098 -1.6483 0.8329 0.101
H -1.961 -3.357 -0.087 -0.1702 -0.2891 0.3982 0.126
C 6.646 -0.998 0.012 3.1590 2.1409 2.7199 -0.328
H 0.602 -2.791 4.834 0.0177 -0.1439 0.3427 0.089
H -1.336 0.087 1.776 -0.4210 -0.3929 0.1354 0.105
P 1.272 -2.299 -2.896 -0.1020 -1.4115 -0.1959 0.460
H -3.907 5.911 1.320 0.0004 0.0068 0.0374 0.128
H 0.528 -1.392 0.194 -0.2469 0.1888 0.6267 0.126
H 3.344 -2.081 -5.186 0.1356 -0.4756 -0.0239 0.123
H 5.115 0.885 -1.565 0.2694 -0.0522 -0.2332 0.096
C 0.435 1.792 2.927 -0.5802 0.6472 -0.1149 -0.180
```
Positions in Å, forces in eV/Å.

Properties
**Frontier orbital gap**: 0.37618 hartree
**Relative energy (zero: lowest compared OMol25 entry of this formula, charge and spin)**: 148.9 kcal/mol
**Charge**: +1
**HOMO energy**: -0.442 Eh
**LUMO level**: -1.791 eV

---

No. 2
ORCA calculation (ωB97M-V/def2-TZVPD) on C32H59N4OP2SV as an isolated structure at a distorted geometry.

XYZ file:
```
100
Properties=species:S:1:pos:R:3:forces:R:3:lowdin_spin:R:1
H -0.575 -2.163 4.497 -0.0756 -0.0440 -0.2676 0.000
H -1.609 -6.170 0.660 -0.0365 0.1666 -0.4430 0.000
H 1.558 1.193 4.376 -0.1080 -0.0296 0.0556 0.000
H -3.027 1.231 2.404 0.0243 -0.0319 -0.4342 0.000
H 4.947 3.156 0.129 -0.0061 -0.1134 0.1559 0.000
H -2.336 1.000 4.731 0.2659 -0.0904 0.0724 0.000
H 1.030 -0.477 4.572 -0.1301 0.0880 -0.0804 0.000
H 0.736 0.738 -5.723 -0.2843 0.0232 0.0217 0.000
H 2.139 -1.753 -3.925 0.1192 0.2523 -0.0611 0.000
C 2.438 4.455 2.096 -0.3708 -0.0505 0.5141 0.002
H -0.981 -2.132 -3.871 0.0208 0.0492 -0.1321 0.000
H 2.651 2.211 -2.269 -0.1121 -0.2733 -0.3950 0.001
H -2.994 -3.477 2.059 0.0803 0.1834 -0.0750 0.000
C -0.595 -1.361 -0.938 -3.9797 1.1736 0.0768 0.015
H 1.913 -6.421 1.604 -0.1435 -0.0295 -0.1155 0.000
H -0.049 -2.801 2.921 -0.1471 0.0852 0.0741 0.000
C -0.576 -1.475 -4.648 -0.0199 0.0235 -0.2110 0.001
C 2.548 2.030 1.355 -3.7798 -1.4099 -3.2453 0.087
H -3.378 -1.998 1.166 0.1964 -0.1520 0.0695 0.000
H -3.640 -2.443 3.996 0.0299 0.2303 -0.0706 0.000
H -1.474 2.709 3.062 0.2208 -0.0629 -0.0621 0.000
C -2.399 1.710 0.384 -0.3006 0.6261 0.2827 0.009
H 0.062 2.440 2.193 -0.2499 0.0629 0.1733 0.002
H -0.209 2.947 -3.321 -0.1592 -0.5942 0.0202 0.002
C -3.166 -1.472 3.786 0.0067 -0.0756 0.1985 -0.001
C -0.449 2.115 -2.647 1.3058 0.7066 1.7638 0.036
H -2.535 -0.386 -3.084 -0.0474 0.1651 -0.2554 0.000
P 0.298 0.457 -2.672 -0.0255 1.2080 -0.3278 0.006
H -0.907 -6.597 -0.941 -0.2717 0.1829 0.1616 0.000
H 1.448 3.677 -0.453 0.2266 0.1010 -0.0077 0.001
H 3.094 3.459 -1.108 -0.2072 0.2134 0.2924 0.000
P -1.111 -0.208 2.122 -0.6149 0.6403 0.7097 0.017
H 2.470 2.078 -4.032 -0.0153 -0.1294 0.1513 0.000
C -0.453 0.847 3.607 -0.1057 -0.5481 -0.1995 0.007
C -0.728 -0.005 -4.238 0.5209 -0.6123 -0.1635 -0.004
C -2.569 -2.539 1.670 0.1848 -0.2080 -0.1672 0.000
H 5.018 3.188 1.904 0.0185 0.0912 0.0227 0.000
C 2.849 1.572 -3.137 0.4110 0.1164 -0.1495 0.001
H -0.386 1.977 -5.129 -0.0450 -0.1975 -0.0659 0.000
H 2.664 4.135 3.115 -0.0144 0.0756 0.0208 0.000
H 4.017 -0.562 -1.945 -0.2695 0.1129 0.0858 0.001
H -1.165 -1.609 -5.567 0.1543 -0.2200 0.1898 0.000
H 3.943 1.486 -3.236 -0.1626 0.0547 -0.0265 0.000
H -1.810 -2.791 0.926 -0.2993 0.1727 0.2401 0.000
H -0.962 0.740 -6.252 0.1238 -0.0011 0.0858 -0.001
C -0.295 0.922 -5.399 0.0375 -0.2020 0.1594 -0.002
H 4.802 4.686 0.973 -0.0627 -0.1652 0.0686 0.000
N 1.770 1.190 0.983 4.1849 3.6996 1.8312 0.014
C 2.254 0.184 -2.925 -0.6127 0.6001 -0.5892 0.011
O -1.652 -1.784 -1.403 2.0401 -0.7959 0.3915 0.023
C -3.042 3.795 -0.628 0.3091 -0.1044 -0.4959 0.009
H -4.151 2.757 0.949 0.0781 0.2527 -0.0682 0.000
H 3.653 -0.887 -4.163 -0.2311 0.0933 -0.0145 0.001
H -1.194 -0.228 5.391 -0.0498 0.3633 -0.2230 0.000
H -3.708 4.651 -0.644 0.2036 0.0681 -0.0846 0.001
H 2.893 0.203 -0.803 -0.0016 -0.1620 -0.2886 0.006
C -1.979 -1.750 2.846 0.2238 0.2228 -0.1565 -0.003
H 2.617 5.022 -0.425 0.0451 -0.3275 0.2193 0.001
C 2.560 -0.755 -4.098 0.2823 0.0251 -0.0620 0.002
C -2.228 0.209 -3.954 0.0848 0.0859 0.2027 0.001
C 0.992 0.385 3.898 0.0142 -0.0794 0.0274 0.003
H -2.519 -5.861 -0.827 0.2007 0.0380 0.0588 0.000
C -1.279 0.751 4.898 0.1343 0.3050 0.1412 0.001
H -1.755 4.436 -2.231 -0.1512 -0.1949 0.1252 0.000
H -3.364 -0.032 1.242 0.3923 0.2709 -0.0912 0.000
H -2.471 1.259 -3.768 0.0779 -0.2335 -0.0461 0.000
C -1.238 2.468 -1.530 1.2180 -1.3078 -0.3986 0.015
H 2.868 5.454 1.944 -0.0969 -0.3022 -0.0121 0.000
H -3.921 -0.831 3.316 0.1562 -0.1390 0.1213 0.000
S 0.692 -2.291 -0.077 -0.0991 -3.9852 -0.1216 0.053
C 3.024 3.505 1.063 0.4455 -0.2251 0.3006 0.008
H -1.503 -3.828 -1.061 0.2595 -0.0504 0.2384 0.000
H 1.350 4.531 1.979 0.1934 -0.0244 0.0998 0.000
H -2.884 -1.045 4.750 -0.1091 -0.1443 -0.3255 0.000
C 2.508 3.932 -0.312 -0.4581 -0.4180 -0.5147 0.005
H 1.002 -6.792 0.126 0.0348 0.1588 0.2785 0.000
H -2.796 -0.122 -4.840 0.1931 0.0130 0.2593 0.000
C 2.950 -0.431 -1.697 -0.2764 -0.1278 -0.0081 0.014
N -1.340 1.581 -0.447 -0.5321 0.2312 0.0839 0.008
C 0.998 -6.203 1.050 0.1618 -0.2875 0.3121 0.001
H 0.456 -1.766 -4.852 -0.3280 0.0557 -0.0866 0.000
C -1.992 3.664 -1.500 -0.6156 0.8114 0.1222 0.001
H 2.220 -0.371 -5.066 0.0394 -0.1593 0.2904 0.000
C -1.518 -5.870 -0.392 -0.2243 -0.3384 -0.0242 0.001
C 4.539 3.625 1.028 0.4439 -0.2157 0.0896 0.001
H 1.795 -4.217 1.105 -0.3659 -0.4368 -0.1012 0.000
H 0.072 2.920 3.903 -0.1129 -0.1520 -0.1582 0.000
N 1.004 -4.770 0.775 -0.4251 0.5480 -0.2845 0.006
C -2.602 0.714 1.525 -0.2631 0.1617 0.2727 0.007
H -1.377 -3.580 3.807 0.1286 0.1676 -0.0023 0.000
C -0.455 2.313 3.151 0.0013 0.0419 -0.0775 0.002
H 2.557 -1.429 -1.457 0.2065 0.3649 -0.1557 0.001
H 1.540 0.121 2.993 -0.1298 -0.0459 0.1555 0.002
H -0.883 1.502 5.603 -0.0922 -0.2115 -0.1491 0.000
H 0.147 -6.480 1.681 0.3422 0.0006 -0.1673 0.000
V 0.199 0.249 -0.050 -0.6234 0.0546 -0.5602 2.583
C -0.924 -2.608 3.557 -0.0859 -0.2132 0.1085 0.000
C 0.132 -4.052 0.053 1.1028 0.5261 0.0719 0.031
C -3.296 2.764 0.281 0.1051 -0.9940 0.6646 0.002
N -0.968 -4.522 -0.521 0.6778 0.9515 0.0896 0.005
```
Positions in Å, forces in eV/Å.

Properties
**Multiplicity**: 4
**Frontier orbital gap (spin up / spin down)**: 0.19906 / 0.20335 hartree
**⟨S²⟩**: 3.784
**Charge**: +1
**HOMO energy (spin up / spin down)**: -0.301 / -0.304 Eh
**LUMO level (spin up / spin down)**: -2.762 / -2.736 eV